Entry 1:
36
Properties=species:S:1:pos:R:3 method="wB97M-V/def2-TZVPD" smiles="O=C(O)C1CCN(C(=O)OCc2ccccc2)CC1" homo_lumo_gap_ha=0.360 energy_ha=-899.4491 multiplicity=1 relative_energy_kcal_mol=0.00 max_force_ev_per_a=0.7
O -5.777 -1.149 0.387
C -4.766 -0.662 -0.041
O -4.451 -0.700 -1.343
C -3.705 0.004 0.810
C -2.505 -0.957 0.949
C -1.468 -0.708 -0.138
N -0.940 0.635 -0.002
C 0.223 1.020 -0.566
O 0.663 2.146 -0.516
O 0.833 -0.012 -1.196
C 2.132 0.255 -1.734
C 3.206 -0.102 -0.739
C 3.852 -1.329 -0.803
C 4.813 -1.663 0.135
C 5.130 -0.776 1.150
C 4.482 0.447 1.223
C 3.525 0.783 0.283
C -1.803 1.632 0.599
C -3.251 1.349 0.219
H -5.145 -1.160 -1.841
H -4.151 0.152 1.797
H -2.846 -1.992 0.899
H -2.039 -0.810 1.923
H -0.642 -1.416 -0.044
H -1.922 -0.842 -1.128
H 2.190 1.317 -1.997
H 2.206 -0.362 -2.633
H 3.604 -2.024 -1.593
H 5.315 -2.618 0.075
H 5.880 -1.037 1.882
H 4.726 1.141 2.014
H 3.015 1.734 0.337
H -1.687 1.625 1.690
H -1.481 2.609 0.231
H -3.324 1.317 -0.868
H -3.892 2.152 0.581

***

Entry 2:
39
Properties=species:S:1:pos:R:3 method="wB97M-V/def2-TZVPD" smiles="COc1ccc(OC[C@H](O)CNS(=O)(=O)c2cccs2)cc1" homo_lumo_gap_ha=0.308 energy_ha=-1770.9576 multiplicity=1 relative_energy_kcal_mol=3.94 max_force_ev_per_a=0.8
C -4.538 2.629 0.385
O -3.372 2.818 -0.377
C -2.166 2.576 0.216
C -1.987 2.235 1.551
C -0.716 1.996 2.037
C 0.398 2.091 1.212
O 1.614 1.838 1.812
C 2.685 1.369 1.028
C 2.466 -0.053 0.449
O 1.722 -0.030 -0.739
C 1.826 -0.952 1.519
N 1.464 -2.242 0.955
S -0.066 -2.369 0.277
O -0.635 -1.055 0.157
O -0.800 -3.372 0.993
C 0.272 -3.035 -1.321
C 0.858 -2.462 -2.408
C 0.946 -3.360 -3.493
C 0.428 -4.583 -3.199
S -0.180 -4.669 -1.593
C 0.222 2.458 -0.117
C -1.047 2.695 -0.604
H -4.611 1.602 0.758
H -5.368 2.826 -0.293
H -4.588 3.327 1.227
H -2.825 2.139 2.222
H -0.571 1.726 3.072
H 2.916 2.050 0.201
H 3.535 1.350 1.715
H 3.448 -0.455 0.167
H 0.774 -0.046 -0.513
H 0.930 -0.455 1.905
H 2.532 -1.093 2.338
H 1.610 -3.017 1.580
H 1.218 -1.450 -2.413
H 1.374 -3.102 -4.445
H 0.365 -5.442 -3.838
H 1.062 2.547 -0.787
H -1.194 2.969 -1.637

***

Entry 3:
40
Properties=species:S:1:pos:R:3 method="wB97M-V/def2-TZVPD" charge=-1 homo_lumo_gap_ha=0.098 energy_ha=-1752.6452 multiplicity=1 max_force_ev_per_a=10.1
C 1.997 -1.006 0.100
C 0.966 -0.097 -0.280
P -0.502 1.120 -0.664
C -2.026 0.350 0.276
C -1.807 -0.033 1.698
C -0.992 1.146 -2.509
C 0.163 1.703 -3.531
C 0.842 3.132 -3.103
O 2.091 2.825 -2.384
C 2.866 4.038 -2.074
P -0.216 3.102 0.233
O -0.215 2.908 1.965
O -1.657 4.041 -0.193
H 2.487 -1.995 0.553
H -3.065 0.233 -0.295
H -0.768 -0.501 2.003
H -2.648 0.051 2.510
H -1.189 0.011 -2.822
H -2.019 1.711 -2.647
H 1.008 0.903 -3.787
H -0.386 1.897 -4.574
H 1.143 3.680 -4.118
H 0.119 3.867 -2.542
H 3.785 3.713 -1.387
H 3.271 4.596 -3.047
H 2.183 4.765 -1.437
H -1.197 2.756 2.197
H -1.938 3.653 -1.074
C -0.407 -3.325 3.443
C -1.460 -4.159 3.400
C -1.245 -5.359 2.482
O -2.050 -6.286 2.347
C 0.011 -5.421 1.689
C 1.059 -4.579 1.723
C 0.888 -3.438 2.721
O 1.754 -2.593 2.969
O 2.132 -4.633 1.045
O -2.564 -4.061 4.018
H -0.462 -2.448 4.078
H 0.046 -6.269 1.015

***

Entry 4:
42
Properties=species:S:1:pos:R:3 method="wB97M-V/def2-TZVPD" homo_lumo_gap_ha=0.176 energy_ha=-3488.5517 multiplicity=1 relative_energy_kcal_mol=22.48 max_force_ev_per_a=1.3
Au -0.076 0.765 -0.244
C -2.590 -4.441 0.253
Si -2.348 -4.030 2.070
C -4.024 -3.876 2.928
C -1.356 -5.412 2.895
C -1.402 -2.422 2.446
C -1.189 -2.130 3.793
C -0.499 -0.997 4.202
C 0.016 -0.176 3.218
N -0.177 -0.423 1.927
C -0.893 -1.484 1.531
S -1.152 -1.544 -0.193
H -3.118 -5.393 0.160
H -1.638 -4.532 -0.272
H -3.177 -3.680 -0.262
H -4.594 -4.801 2.811
H -4.618 -3.063 2.508
H -3.918 -3.689 3.998
H -1.883 -6.364 2.798
H -1.204 -5.229 3.960
H -0.372 -5.530 2.438
H -1.585 -2.808 4.542
H -0.360 -0.762 5.248
H 0.589 0.716 3.446
C 0.955 4.892 -0.027
S 0.458 4.295 -1.668
C -1.279 4.083 -1.549
C -1.983 3.389 -0.624
S -1.392 2.561 0.770
S -3.720 3.329 -0.901
C -3.766 4.253 -2.369
S -5.140 4.606 -3.177
S -2.186 4.770 -2.876
H 1.905 5.400 -0.185
H 1.081 4.066 0.663
H 0.213 5.593 0.348
C 2.326 -0.982 -0.567
C 1.876 0.411 -0.897
O 2.503 1.265 -1.379
H 3.380 -1.103 -0.816
H 1.713 -1.691 -1.123
H 2.156 -1.170 0.493

***

Entry 5:
48
Properties=species:S:1:pos:R:3 method="wB97M-V/def2-TZVPD" homo_lumo_gap_ha=0.226 energy_ha=-2160.9700 multiplicity=1 relative_energy_kcal_mol=7.15 max_force_ev_per_a=1.7
C 4.509 -1.127 0.988
C 4.805 -0.746 -0.439
C 5.910 -1.331 -1.067
C 6.212 -1.041 -2.388
C 5.438 -0.159 -3.130
C 4.340 0.440 -2.526
C 4.036 0.144 -1.195
C 2.798 0.816 -0.602
P 1.290 -0.149 -0.732
O 0.634 -0.257 0.694
O 0.399 0.538 -1.796
B -0.985 0.845 -1.472
O -1.350 2.107 -1.758
O -1.811 -0.074 -0.947
C 1.544 -1.925 -1.255
F 2.350 -1.981 -2.315
F 2.118 -2.578 -0.233
C 0.239 -2.691 -1.634
F -0.592 -2.754 -0.633
F -0.307 -2.124 -2.693
F 0.611 -3.913 -1.980
H 5.353 -0.919 1.637
H 4.342 -2.202 1.011
H 3.608 -0.675 1.385
H 6.527 -2.033 -0.526
H 7.057 -1.521 -2.859
H 5.658 0.062 -4.162
H 3.705 1.114 -3.081
H 2.621 1.761 -1.111
H 2.996 1.059 0.438
H 0.673 0.606 1.142
H -2.310 2.159 -1.635
H -1.962 0.132 0.006
C -6.115 2.210 3.622
C -4.862 1.345 3.694
O -4.880 0.185 2.893
C -4.543 0.307 1.487
O -3.433 0.971 1.255
C -5.718 0.871 0.643
F -6.927 0.423 1.062
F -5.595 0.453 -0.640
F -5.801 2.212 0.594
H -7.011 1.590 3.592
H -6.164 2.866 4.495
H -6.116 2.849 2.742
H -4.782 0.967 4.718
H -3.960 1.937 3.510
H -4.553 -0.767 1.198

***

Entry 6:
47
Properties=species:S:1:pos:R:3 method="wB97M-V/def2-TZVPD" charge=+1 homo_lumo_gap_ha="0.203 / 0.204" energy_ha=-7176.3494 multiplicity=1 max_force_ev_per_a=1.6
Mo -0.733 -0.756 1.111
Se 0.049 -0.520 3.593
Te -2.100 -0.863 4.804
Te -2.503 -3.339 3.761
Se -2.215 -2.594 1.353
C 0.104 3.144 2.070
N -0.288 2.959 0.682
C 0.228 3.648 -0.386
C -0.456 3.235 -1.484
N -1.392 2.315 -1.093
B -2.503 1.843 -2.107
N -3.000 0.374 -1.889
C -4.304 0.021 -2.151
C -4.374 -1.326 -2.238
N -3.102 -1.804 -2.022
C -2.702 -3.193 -2.151
C -2.288 -0.752 -1.783
S -0.603 -0.865 -1.398
C -1.269 2.147 0.221
S -2.208 1.103 1.245
H 1.048 3.681 2.095
H 0.224 2.184 2.570
H -0.652 3.720 2.602
H 1.023 4.366 -0.279
H -0.366 3.529 -2.515
H -2.003 1.906 -3.194
H -3.448 2.563 -1.958
H -5.066 0.771 -2.269
H -5.205 -1.979 -2.441
H -3.449 -3.831 -1.687
H -1.746 -3.343 -1.659
H -2.599 -3.455 -3.203
N 6.341 -1.727 0.940
C 5.579 -0.658 0.625
O 6.036 0.412 0.287
C 4.080 -0.827 0.726
C 3.309 0.246 0.286
C 1.941 0.178 0.370
N 1.298 -0.888 0.886
C 2.035 -1.933 1.290
C 3.414 -1.940 1.223
H 7.339 -1.629 0.853
H 5.974 -2.637 1.143
H 3.809 1.114 -0.119
H 1.317 0.987 0.007
H 1.490 -2.777 1.692
H 3.935 -2.813 1.589

***

- What is the multiplicity in the first record?
  1

***

- Look up the multiplicity of the third one.
  1